Computed, not measured: a cluster of 7 separate species, C27H52FNO14S6 in total, with the ωB97M-V functional and the def2-TZVPD basis.

Results
net charge = -2
HOMO-LUMO gap = 1.1 eV
lowest unoccupied orbital energy = 3.042 eV
HOMO energy = 1.90 eV
2S+1 = 1

Each line ends with the Mulliken charge.
Positions of all 101 atoms, in Å:
H  3.537  0.809  -3.790  0.3500
H  -1.509  2.671  9.172  0.3281
H  -3.192  5.142  -4.207  0.3209
H  -1.212  2.924  -2.102  -0.2517
F  2.677  1.098  3.230  -0.3454
C  1.167  0.969  -5.584  -0.9908
H  -1.910  0.131  10.833  0.2738
C  -3.084  0.354  9.027  -0.6727
H  -4.858  4.554  -3.947  0.4155
H  4.534  1.196  -0.525  0.2138
O  -2.306  2.668  -4.518  -0.6498
H  -2.167  -4.608  -0.680  0.4174
H  -3.247  -4.459  -4.690  -0.0375
S  -1.965  -1.815  -4.649  -1.4083
H  0.139  1.420  7.835  0.1039
O  4.555  -1.604  1.537  -0.6606
C  2.570  0.326  -3.654  -0.2505
C  -2.420  4.666  -1.561  -0.8073
C  -3.830  -2.977  -6.152  -0.2728
C  -2.251  3.184  -1.916  0.0730
H  8.132  -0.109  -0.328  0.3305
H  -2.025  -3.999  1.915  0.4421
H  -1.624  5.249  -2.029  0.3029
O  1.164  -3.801  2.341  -0.7584
H  6.909  0.390  -1.491  0.2690
H  -0.488  0.817  -4.196  0.0004
H  6.694  1.961  0.382  0.3777
C  1.998  -0.176  -4.985  -0.6322
H  -3.515  -0.618  9.258  0.3137
C  -3.779  5.119  -2.114  -0.5528
C  6.408  0.923  0.542  -0.6930
H  -0.836  -5.192  1.320  0.3115
C  -3.849  4.582  -3.541  -0.8163
O  -4.297  2.022  -3.120  -0.6959
O  -2.000  -2.004  -3.221  -0.2858
H  -4.584  4.688  -1.514  0.2766
N  -0.270  1.261  4.535  -0.1973
C  0.273  0.581  3.385  -0.4251
O  -2.251  1.066  6.642  -0.5914
O  -1.192  -0.754  -5.250  -0.3661
C  -1.537  -3.367  -5.422  0.3726
O  0.742  1.052  -1.883  -0.4614
C  -3.650  -1.744  -5.260  -0.5904
S  0.155  -3.067  1.617  1.0401
H  -4.867  -3.315  -6.148  0.4368
H  -0.330  -3.245  -1.942  0.0735
H  -4.316  -1.768  -4.399  0.4240
O  3.747  -1.295  -0.827  -0.5401
C  1.718  0.105  3.510  0.5777
H  -0.327  -0.342  3.247  0.3693
H  -1.051  -3.142  -6.372  0.1818
H  -2.948  1.555  10.842  0.3267
H  6.850  -2.019  0.361  0.3603
C  7.057  -0.015  -0.486  -0.5777
C  -1.202  -4.169  1.224  -0.8276
H  -3.864  1.032  8.684  0.3362
H  1.351  -1.035  -4.807  0.1362
H  0.181  1.168  2.441  0.0894
H  2.793  -0.499  -5.658  0.4000
H  1.743  -3.086  -0.147  0.2234
H  -2.349  4.819  -0.486  0.3954
S  1.419  1.559  -3.050  1.0668
H  1.890  -0.664  2.740  -0.3090
C  -2.877  -4.061  -5.637  -0.1477
S  4.698  -1.033  0.227  0.8731
H  1.834  1.756  -5.949  0.3824
C  0.520  2.323  4.985  0.4585
S  -3.204  2.917  -3.414  0.9865
C  -1.130  1.752  9.625  -0.6797
H  -0.405  2.028  10.392  0.3670
C  6.361  -1.377  -0.369  -0.6535
H  -0.091  2.491  -4.623  0.5468
S  -1.881  0.172  7.692  1.1514
C  4.902  0.732  0.391  -0.3357
H  0.554  0.632  -6.417  0.4044
H  -2.095  -2.891  -0.274  0.2264
O  -1.644  -1.236  7.471  -0.7229
O  -0.383  -1.824  2.106  -0.6809
H  -3.790  -0.816  -5.809  0.3178
O  2.085  2.846  -3.041  -0.7459
C  -2.302  0.940  10.211  -0.6133
H  2.655  -0.469  -2.916  0.1040
H  6.719  0.637  1.549  0.3150
H  -0.859  -3.924  -4.776  0.3935
H  1.935  -0.367  4.471  0.2278
C  0.696  -2.808  -0.067  -0.3581
C  0.309  1.500  -4.440  -0.1380
H  -3.884  6.204  -2.091  0.3627
H  0.577  -1.748  -0.292  0.1877
C  -0.495  0.870  8.554  -0.2559
O  1.011  2.219  6.172  -0.8146
H  -2.788  -4.890  -6.339  0.6061
H  -3.572  -2.726  -7.184  0.0625
C  -0.204  -3.681  -0.953  -0.3206
H  0.253  -4.666  -1.084  0.2459
H  6.299  -1.887  -1.328  0.3208
C  -1.546  -3.833  -0.228  -0.5507
H  0.067  0.049  9.003  0.3374
H  4.329  1.087  1.249  0.2534
H  -2.659  2.537  -1.142  0.4050
O  0.702  3.366  4.299  -0.7815

---

Computed, not measured: the molecule C6H12O, with the ωB97M-V functional and the def2-TZVPD basis.

Results
net charge = 0
HOMO-LUMO gap = 10.5 eV
lowest unoccupied orbital energy = 0.935 eV
HOMO energy = -9.54 eV
2S+1 = 1
SMILES string = C[C@H]1OCC1(C)C

Each line ends with the natural charge from an NBO analysis.
Positions of all 19 atoms, in Å:
H  0.786  2.017  0.452  0.2088
C  -2.160  0.226  -0.252  -0.6380
C  -0.937  -0.566  0.187  0.1202
O  -0.667  -1.657  -0.715  -0.5395
C  1.332  -0.230  1.326  -0.6040
H  1.604  1.565  -1.052  0.2143
H  2.410  -0.059  1.197  0.2119
H  1.012  0.451  2.129  0.2080
H  0.807  -0.904  -2.018  0.1710
H  -2.064  0.612  -1.273  0.2093
H  -0.139  1.827  -1.041  0.2148
H  -2.369  1.060  0.429  0.2120
C  0.522  -0.026  0.039  -0.0970
C  0.666  -1.188  -0.965  -0.0517
H  1.212  -1.247  1.716  0.2122
H  -3.029  -0.443  -0.233  0.2249
C  0.694  1.422  -0.451  -0.6115
H  1.431  -1.924  -0.684  0.1705
H  -1.109  -0.932  1.209  0.1639